# 1
The following is a DFT calculation (ωB97M-V with the def2-TZVPD basis set) of a cluster of 5 separate species, C27H62NO12S2 in total at a distorted geometry.

Summary:
Frontier orbital gap: 7.78 eV
Net charge: -1
E: -76721.692 eV

Each line ends with the Mulliken charge.
Geometry (Å):
1 C -2.39152 -5.88956 1.78276  -0.5094
2 C -1.05672 -5.23609 1.68968  -0.2281
3 C -0.17961 -4.98843 0.32728  -0.5244
4 S -1.12759 -4.25222 -1.10978  1.0634
5 O -2.65513 -4.12816 -0.89900  -0.5614
6 O -0.91127 -5.20413 -2.33635  -0.7187
7 N -0.39820 -2.72294 -1.53240  -0.5673
8 S -1.39155 -1.36095 -1.07716  0.9544
9 O -0.49916 -0.08039 -1.23766  -0.6817
10 O -2.60635 -1.32546 -2.07610  -0.5614
11 C -2.00221 -1.39804 0.70574  -0.5315
12 C -2.84650 0.03065 0.91363  0.0689
13 C -4.40186 -0.28601 1.43370  -0.5367
14 C -5.48646 -0.34298 0.20062  -0.5037
15 C -6.23437 -1.79436 0.02048  -0.2837
16 C -6.88406 -2.40895 1.39480  -0.2560
17 C -7.67546 -3.83088 1.19429  -0.3873
18 C -7.85599 -4.31020 -0.36459  -0.8259
19 H -3.37024 -5.44948 1.25967  0.2195
20 H -2.56182 -6.86770 2.44170  0.2117
21 H -0.55803 -4.89890 2.72007  0.2552
22 H 0.38458 -5.94805 -0.05613  0.3413
23 H 0.67877 -4.20616 0.60351  0.2367
24 H -2.76731 -2.25615 0.92476  0.2255
25 H -1.15114 -1.44213 1.51017  0.2660
26 H -2.34627 0.64964 1.77151  -0.4040
27 H -2.94312 0.61999 -0.10706  0.4041
28 H -4.34751 -1.27172 2.06908  0.2006
29 H -4.69081 0.59090 2.16007  0.2866
30 H -6.32411 0.47827 0.41948  0.3211
31 H -5.02723 -0.04898 -0.85670  0.2218
32 H -5.47194 -2.54839 -0.50297  -0.0030
33 H -7.10011 -1.62835 -0.76959  0.2652
34 H -6.08531 -2.59496 2.26238  0.1687
35 H -7.66492 -1.62689 1.84545  0.1805
36 H -7.06456 -4.66451 1.78983  0.2137
37 H -8.73897 -3.79875 1.68159  0.2496
38 H -6.84548 -4.34552 -0.97618  0.1933
39 H -8.35986 -5.37220 -0.36708  0.3163
40 H -8.54655 -3.52004 -0.90826  0.2195
41 C -1.62248 3.10910 3.66785  -0.9068
42 O -1.28761 1.73472 3.82884  -0.3060
43 C 0.12469 1.53257 3.94719  -0.1854
44 C 0.52808 1.27813 5.40203  -0.6222
45 O 0.35366 2.45309 6.20009  -0.3856
46 C -0.81340 2.38348 7.01213  -0.6700
47 H -2.70654 3.21159 3.76585  0.2477
48 H -1.14459 3.73339 4.42594  0.4509
49 H -1.32771 3.44663 2.66992  0.3083
50 H 0.67927 2.38076 3.52717  0.2643
51 H 0.36714 0.64507 3.35486  0.2886
52 H 1.59420 1.02898 5.43228  0.3725
53 H -0.02739 0.43118 5.82213  0.3340
54 H -0.65973 1.66355 7.82055  0.3215
55 H -1.69622 2.10486 6.42902  0.2579
56 H -0.98486 3.37013 7.45113  0.2371
57 C 3.72564 2.29003 2.84466  -0.6472
58 O 3.48841 0.92583 2.51352  -0.3597
59 C 3.22433 0.74620 1.11801  -0.3123
60 C 4.44803 0.18295 0.39047  -0.6747
61 O 5.50944 1.14171 0.34524  -0.2087
62 C 6.53439 0.85455 1.29039  -0.7710
63 H 4.09499 2.33404 3.87275  0.2528
64 H 4.47206 2.74186 2.18776  0.2104
65 H 2.78955 2.85287 2.78457  0.3249
66 H 2.88954 1.68406 0.65787  0.2861
67 H 2.40663 0.02308 1.04214  0.3179
68 H 4.17095 -0.03335 -0.64686  0.3422
69 H 4.78338 -0.75376 0.85142  0.3861
70 H 7.09986 -0.02398 0.96811  0.2790
71 H 6.12636 0.68729 2.29167  0.3115
72 H 7.21295 1.71100 1.33096  0.2497
73 C 7.91879 3.51709 -2.23658  -0.6643
74 O 6.76792 4.34602 -2.36042  -0.4102
75 C 5.99769 4.38553 -1.15434  0.0397
76 C 6.23133 5.69146 -0.39015  -0.5891
77 O 7.56136 5.75284 0.13435  -0.3665
78 C 8.40274 6.60824 -0.63159  -0.7539
79 H 8.54979 3.67299 -3.11570  0.2552
80 H 8.49940 3.76169 -1.34447  0.3053
81 H 7.61561 2.46649 -2.20512  0.2645
82 H 6.21313 3.51523 -0.52222  -0.0454
83 H 4.94544 4.33481 -1.45013  0.3637
84 H 5.55012 5.72337 0.46690  0.3773
85 H 6.01730 6.56128 -1.02258  0.3390
86 H 8.11871 7.65119 -0.46721  0.3121
87 H 8.35431 6.37357 -1.69912  0.3385
88 H 9.43285 6.46924 -0.29226  0.2372
89 C 0.44173 -1.43450 -7.18442  -0.7251
90 O -0.34395 -2.44959 -6.56856  -0.4134
91 C -0.90550 -2.01841 -5.32429  -0.2200
92 C -2.38880 -1.67102 -5.47653  -0.1732
93 O -2.56564 -0.49739 -6.27600  -0.3696
94 C -2.99337 -0.80647 -7.59805  -0.7485
95 H 0.68624 -1.75877 -8.19950  0.2493
96 H -0.09655 -0.48601 -7.24293  0.3092
97 H 1.37281 -1.29862 -6.62648  0.3155
98 H -0.34287 -1.17171 -4.91205  0.3158
99 H -0.81059 -2.85700 -4.62783  0.1768
100 H -2.80003 -1.44600 -4.48665  0.1371
101 H -2.95076 -2.51699 -5.88992  0.2848
102 H -4.03269 -1.14555 -7.58133  0.3078
103 H -2.36056 -1.57009 -8.06008  0.3115
104 H -2.93295 0.10459 -8.19964  0.2454

***

# 2
The following is a DFT calculation (ωB97M-V with the def2-TZVPD basis set) of the ion C6H15N2 with charge +1 at a distorted geometry.

Summary:
Frontier orbital gap: 10.76 eV
Net charge: +1
E: -9437.035 eV

Each line ends with the Mulliken charge.
Geometry (Å):
1 C 0.15106 -2.50299 -0.39135  -1.4186
2 C 0.68030 -1.24623 -1.01258  -0.3216
3 C 0.71773 -0.01356 -0.60881  0.7824
4 C 1.10484 1.11222 -1.54759  -1.7027
5 C 0.38791 0.33622 0.83375  -0.0623
6 N 1.27925 1.23824 1.67075  -0.7304
7 N -0.94845 1.10664 0.76445  -0.2949
8 C -2.07409 0.19383 0.54112  -0.6606
9 H 0.76968 -3.29604 -0.49054  0.4860
10 H -0.81950 -2.70421 -0.71572  0.3804
11 H 0.18752 -2.43288 0.73295  0.3094
12 H 0.75244 -1.27431 -2.06101  0.3350
13 H 0.27399 1.77977 -1.64226  0.4138
14 H 1.42243 0.74276 -2.54788  0.3796
15 H 1.81923 1.94176 -1.23683  0.3214
16 H 0.04362 -0.50728 1.33426  0.5294
17 H 2.18137 1.43369 1.33589  0.2808
18 H 1.48134 0.71731 2.60506  0.2763
19 H -0.87812 1.76507 1.68904  0.4051
20 H -0.75205 1.70995 -0.15808  0.3164
21 H -1.71669 -0.53373 -0.19851  0.2545
22 H -2.25096 -0.38423 1.44527  0.3088
23 H -2.89393 0.70481 0.28914  0.4118

***

# 3
The following is a DFT calculation (ωB97M-V with the def2-TZVPD basis set) of a structure of composition C2H8N2OP2 at a distorted geometry.

Summary:
Frontier orbital gap: 8.83 eV
E: -25808.394 eV

Each line ends with the Mulliken charge.
Geometry (Å):
1 C -0.10732 1.72503 0.04338  -1.1897
2 C -0.96117 -0.15619 1.34636  -0.8882
3 N 0.94973 -1.81648 -0.94496  -0.2004
4 N -0.23784 0.27761 0.21445  0.2073
5 O 2.13634 0.25746 -1.54744  -0.3977
6 P 2.45530 -1.16364 -1.21922  0.2147
7 P -0.26043 -0.50846 -1.28383  0.0011
8 H 0.59354 2.19043 0.63937  0.4033
9 H 0.22956 1.92201 -0.88774  0.4150
10 H -0.96791 2.39584 0.27006  0.3510
11 H -1.29482 -1.26090 1.27338  0.3038
12 H -0.09635 -0.14554 2.10141  0.2955
13 H -1.89144 0.52630 1.71544  0.2155
14 H 0.65038 -2.71461 -0.57521  0.2621
15 H -1.19758 -1.52887 -1.14544  0.0067

***

# 4
The following is a DFT calculation (ωB97M-V with the def2-TZVPD basis set) of a structure of composition C27H34N5NiS5Sb.

Summary:
Frontier orbital gap: 5.40 eV
Net charge: -2
E: -137763.717 eV

Each line ends with the Mulliken charge.
Geometry (Å):
1 Ni 0.57821 0.98566 -1.21524  -0.2286
2 S -0.00275 -2.65348 -4.34812  -0.7674
3 Sb 0.63883 -0.44737 -4.16618  0.8903
4 S -0.95537 0.79605 -2.90801  -0.6316
5 S 2.13782 -0.08948 -2.35716  -0.4859
6 S 1.27104 0.55128 -6.12063  -0.7502
7 C -4.50202 1.43519 3.21572  -1.0042
8 C -3.51087 2.55505 3.35431  1.0319
9 C -3.84131 3.74295 3.98816  -0.7246
10 C -2.94211 4.79769 4.08725  -0.7116
11 C -1.68200 4.65805 3.52756  -1.0372
12 C -1.32184 3.48151 2.88969  -0.6009
13 C -2.22578 2.42138 2.80343  0.9227
14 N -1.87056 1.21619 2.19834  0.2833
15 C -0.77209 1.20403 1.30007  -1.1248
16 N 0.38382 0.87212 1.90745  0.1298
17 C 1.66920 1.28570 1.46525  0.4997
18 C 1.90874 1.42971 0.09877  -0.1763
19 C 3.17169 1.95181 -0.22439  -0.1880
20 C 4.12346 2.25484 0.73669  -0.9927
21 C 3.84916 2.04485 2.08306  -0.6868
22 C 2.60866 1.56339 2.47015  0.9589
23 C 2.28365 1.36308 3.92881  -1.4286
24 N -0.85117 1.52125 0.05424  1.1262
25 C -2.07171 2.09304 -0.41130  -1.5907
26 C -3.23240 1.33723 -0.50056  1.5941
27 C -4.41293 1.90869 -0.94759  -0.7397
28 C -4.42820 3.24345 -1.32339  -0.9023
29 C -3.25538 3.98289 -1.26994  -1.0658
30 C -2.06048 3.42539 -0.82850  1.3709
31 C -0.77618 4.19921 -0.85290  -1.2842
32 H -5.43429 1.68043 3.72471  0.3746
33 H -4.12031 0.49525 3.62312  0.3255
34 H -4.73028 1.25348 2.16049  -0.0616
35 H -4.83770 3.84425 4.40578  0.3432
36 H -3.22874 5.71714 4.58173  0.3649
37 H -0.96799 5.47120 3.57598  0.4228
38 H -0.33808 3.38782 2.44476  0.4641
39 H -2.62714 0.60499 1.91728  -0.3322
40 H 0.26514 0.60156 2.86772  0.4454
41 H 3.41767 2.08509 -1.27060  0.5162
42 H 5.09239 2.64035 0.43731  0.3566
43 H 4.59462 2.26459 2.84120  0.2726
44 H 3.13703 1.64225 4.54748  0.3740
45 H 2.04320 0.31943 4.15854  0.3576
46 H 1.43049 1.97173 4.24647  0.2421
47 H -3.18742 0.28608 -0.24683  -0.1683
48 H -5.30747 1.30136 -1.02478  0.5024
49 H -5.34172 3.70113 -1.68379  0.3786
50 H -3.25567 5.01694 -1.59687  0.3879
51 H -0.95370 5.23076 -1.15954  0.4647
52 H -0.08291 3.73114 -1.55739  0.1587
53 H -0.28406 4.19936 0.12146  0.1656
54 C -5.26199 -3.45404 -0.88759  -1.1733
55 N -4.80969 -2.23483 -0.23501  0.3381
56 C -5.77716 -1.74091 0.72165  -0.8405
57 C -3.45427 -2.17112 0.10339  0.2213
58 S -2.97008 -1.95713 1.71322  -0.3736
59 N -2.60209 -2.26721 -0.90660  0.3290
60 C -2.98455 -2.11727 -2.31360  -0.6476
61 C -1.16005 -2.39388 -0.68673  -0.9827
62 H -5.55797 -4.20239 -0.13896  0.3627
63 H -4.47875 -3.87927 -1.50542  0.4121
64 H -6.12381 -3.24070 -1.52399  0.3395
65 H -6.73447 -1.63853 0.20429  0.3567
66 H -5.47113 -0.76844 1.09847  0.0055
67 H -5.90135 -2.41314 1.57951  0.3295
68 H -3.97683 -1.67900 -2.38149  0.3138
69 H -2.94591 -3.07669 -2.83323  0.3251
70 H -2.25828 -1.45732 -2.78533  -0.1337
71 H -0.97904 -3.04029 0.16916  0.3696
72 H -0.69420 -1.42167 -0.50905  0.1175
73 H -0.71549 -2.79858 -1.59689  0.2898

***

# 5
The following is a DFT calculation (ωB97M-V with the def2-TZVPD basis set) of a structure of composition C24H22Cl2NO5RhSSe2 at a distorted geometry.

Summary:
Frontier orbital gap (alpha / beta): 7.98 / 5.37 eV
2S+1: 5
⟨S²⟩: 6.0428
E: -206549.403 eV

Each line ends with the Mulliken charge.
Geometry (Å):
1 Rh 1.03466 1.75509 -1.20737  0.3197
2 C 5.49325 -1.41698 -1.96770  -1.0382
3 Se 3.70683 -0.59436 -1.74598  0.3813
4 C 3.84660 -0.42626 0.21841  -0.8166
5 C 4.38956 0.91846 0.64816  -0.6926
6 Se 3.07827 2.40690 0.43253  0.1994
7 C 2.11033 2.19134 2.10916  -0.8822
8 H 5.54009 -2.33783 -1.38986  0.3060
9 H 6.26264 -0.72277 -1.63700  0.3054
10 H 5.62299 -1.63674 -3.02479  0.3354
11 H 4.50890 -1.23241 0.54345  0.5652
12 H 2.84428 -0.59156 0.61788  0.1340
13 H 5.25182 1.19877 0.03953  0.3631
14 H 4.69839 0.89225 1.69582  0.4311
15 H 2.74527 2.47756 2.94677  0.4229
16 H 1.76620 1.16548 2.21434  0.2838
17 H 1.25958 2.86509 2.04178  0.2546
18 O -1.89881 0.80780 1.64356  -0.7477
19 C -2.03641 1.38150 0.58678  -0.1485
20 N -1.05475 1.69921 -0.31058  0.2180
21 C -1.57305 2.26341 -1.42579  0.5690
22 O -0.86294 2.53147 -2.39908  -0.7000
23 C -3.03310 2.41831 -1.26306  0.1907
24 C -4.01097 2.97427 -2.05856  -0.4636
25 C -5.31551 2.95033 -1.57373  -0.4908
26 C -5.61609 2.38186 -0.34612  -0.4828
27 C -4.62134 1.83020 0.46118  -0.4305
28 C -3.32953 1.86659 -0.01353  0.2271
29 H -3.77016 3.41239 -3.01403  0.5080
30 H -6.10877 3.38661 -2.16210  0.4030
31 H -6.63966 2.37478 0.00218  0.3978
32 H -4.84821 1.40181 1.42630  0.5099
33 C -0.63257 -5.94679 2.91121  -0.8315
34 C -1.94271 -6.55573 2.51998  0.6263
35 O -2.41437 -7.54649 2.99473  -0.5234
36 S -2.85379 -5.77918 1.18261  -0.1124
37 C -1.87934 -4.38564 0.63917  -0.0541
38 C -1.85500 -3.20005 1.36701  -0.8541
39 C -1.09964 -2.13817 0.92077  -0.1404
40 C -0.38042 -2.23606 -0.27996  0.3943
41 C -0.45184 -3.41989 -1.02847  -0.6426
42 C -1.19544 -4.48315 -0.56856  -0.5161
43 C 0.39646 -1.16374 -0.74145  0.4100
44 C 1.09532 -0.24859 -1.19603  -0.5105
45 H -0.42876 -6.19733 3.95228  0.3200
46 H -0.61283 -4.86877 2.77214  0.2707
47 H 0.14459 -6.39827 2.29102  0.2629
48 H -2.43396 -3.10677 2.27368  0.5168
49 H -1.08419 -1.21157 1.47066  0.5217
50 H 0.07682 -3.48106 -1.96762  0.5107
51 H -1.26288 -5.39650 -1.13970  0.4801
52 Cl -0.30908 6.46766 -1.63114  -0.1620
53 C 1.35424 5.88136 -1.71592  -0.0330
54 Cl 2.36437 6.70929 -0.52652  -0.1722
55 C 1.38471 4.38767 -1.37528  0.5829
56 O 1.88499 3.62849 -2.22714  -0.6555
57 O 0.94525 4.01532 -0.27280  -0.4685
58 H 1.74969 6.08141 -2.71324  0.3481

***

# 6
The following is a DFT calculation (ωB97M-V with the def2-TZVPD basis set) of a structure of composition C2Br4S2 at a distorted geometry.

Summary:
Frontier orbital gap: 8.16 eV
E: -303912.373 eV

Each line ends with the Mulliken charge.
Geometry (Å):
1 C 0.56128 -1.61578 1.92543  0.0614
2 C -0.76403 1.68531 -1.88183  0.0468
3 S -0.42013 -0.37360 1.49973  -0.0715
4 S -2.16128 0.87319 -1.71615  -0.1051
5 Br 1.96277 -1.70006 3.13635  0.0279
6 Br 0.54703 -3.10939 0.76458  -0.0051
7 Br 0.61381 1.09684 -2.99160  0.0319
8 Br -0.33945 3.14350 -0.73650  0.0136